[1]
{
  "formula": "C38H16F5N8O4RhSSe",
  "method": "ωB97M-V/def2-TZVPD",
  "e_above_lowest_kcal_mol": 10.6,
  "charge": -2,
  "e_tot_ev": -152557.746,
  "fmax_ev_per_a": 3.10,
  "elements": ["Rh", "C", "C", "C", "C", "C", "N", "C", "N", "C", "C", "C", "C", "C", "C", "C", "C", "N", "C", "N", "C", "N", "C", "N", "C", "N", "C", "C", "C", "C", "C", "C", "C", "C", "C", "C", "C", "C", "N", "C", "C", "H", "H", "H", "H", "H", "H", "H", "H", "H", "H", "H", "H", "H", "H", "H", "H", "F", "C", "C", "F", "C", "F", "C", "Se", "C", "F", "C", "F", "O", "S", "O", "O", "O"],
  "positions_angstrom": [[-1.170, 0.036, 0.323], [1.797, -5.619, -1.166], [1.524, -5.246, -2.487], [0.915, -4.041, -2.776], [0.573, -3.203, -1.721], [-0.079, -1.925, -1.653], [-0.186, -1.544, -0.342], [0.362, -2.524, 0.452], [0.427, -2.537, 1.770], [-0.102, -1.623, 2.557], [0.106, -1.580, 3.978], [0.793, -2.404, 4.859], [0.781, -2.079, 6.201], [0.109, -0.944, 6.666], [-0.579, -0.115, 5.801], [-0.591, -0.439, 4.450], [-1.210, 0.160, 3.297], [-1.940, 1.258, 3.340], [-2.414, 1.887, 2.282], [-2.221, 1.568, 0.963], [-2.874, 2.477, 0.179], [-2.923, 2.507, -1.142], [-2.338, 1.625, -1.926], [-1.659, 0.500, -1.543], [-1.207, -0.146, -2.660], [-0.515, -1.266, -2.712], [-1.675, 0.547, -3.829], [-1.575, 0.283, -5.187], [-2.183, 1.154, -6.069], [-2.879, 2.278, -5.611], [-2.985, 2.552, -4.262], [-2.388, 1.679, -3.363], [-3.536, 3.434, 1.023], [-4.322, 4.549, 0.763], [-4.796, 5.284, 1.833], [-4.497, 4.917, 3.150], [-3.726, 3.806, 3.423], [-3.240, 3.059, 2.358], [-0.945, -0.608, 2.197], [0.853, -3.581, -0.384], [1.470, -4.794, -0.110], [2.275, -6.574, -0.980], [1.794, -5.927, -3.286], [0.702, -3.752, -3.795], [1.310, -3.278, 4.493], [1.305, -2.707, 6.910], [0.135, -0.721, 7.727], [-1.104, 0.759, 6.160], [-1.035, -0.588, -5.531], [-2.114, 0.974, -7.135], [-3.336, 2.939, -6.339], [-3.515, 3.423, -3.903], [-4.549, 4.821, -0.257], [-5.412, 6.159, 1.662], [-4.881, 5.522, 3.964], [-3.489, 3.512, 4.434], [1.685, -5.075, 0.909], [7.702, -1.572, -2.983], [6.592, -1.197, -2.305], [5.898, -2.103, -1.499], [6.344, -3.372, -1.412], [4.787, -1.678, -0.803], [4.123, -2.527, 0.005], [4.284, -0.360, -0.868], [2.686, -0.002, 0.162], [4.977, 0.509, -1.717], [4.574, 1.771, -1.898], [6.115, 0.114, -2.404], [6.775, 0.993, -3.191], [1.191, 3.522, 0.665], [1.158, 2.176, 0.187], [2.737, 1.763, -0.009], [0.779, 1.176, 1.205], [0.550, 1.957, -1.087]],
  "mulliken_charge": [1.43, -0.68, -0.66, -0.12, 0.34, -0.50, 0.11, -0.87, -0.50, -0.59, 0.51, -0.21, -0.58, -0.59, -0.21, 0.40, -0.43, -0.59, -0.42, 0.09, -0.46, -0.54, -0.34, -0.16, -0.46, -0.50, 0.16, -0.07, -0.64, -0.61, -0.15, 0.24, 0.21, -0.08, -0.62, -0.61, -0.10, 0.24, -0.19, 0.45, -0.04, 0.38, 0.38, 0.55, 0.54, 0.37, 0.36, 0.54, 0.55, 0.36, 0.36, 0.54, 0.54, 0.36, 0.37, 0.54, 0.52, -0.32, 0.52, 0.06, -0.32, 0.37, -0.31, -0.22, 0.50, 0.47, -0.26, 0.02, -0.32, -0.73, 1.08, -0.45, -0.51, -0.49]
}

[2]
{
  "formula": "C39H80FN3O8PS",
  "method": "ωB97M-V/def2-TZVPD",
  "charge": 1,
  "e_tot_ev": -85428.050,
  "fmax_ev_per_a": 2.55,
  "elements": ["C", "C", "S", "C", "C", "N", "C", "C", "F", "C", "C", "C", "C", "C", "C", "C", "C", "C", "C", "C", "C", "C", "N", "C", "C", "C", "C", "O", "C", "P", "N", "O", "O", "H", "H", "H", "H", "H", "H", "H", "H", "H", "H", "H", "H", "H", "H", "H", "H", "H", "H", "H", "H", "H", "H", "H", "H", "H", "H", "H", "H", "H", "H", "H", "H", "H", "H", "H", "H", "H", "H", "H", "H", "C", "C", "C", "O", "H", "H", "H", "H", "H", "H", "H", "H", "C", "C", "C", "O", "H", "H", "H", "H", "H", "H", "H", "H", "C", "C", "C", "O", "H", "H", "H", "H", "H", "H", "H", "H", "C", "C", "C", "O", "H", "H", "H", "H", "H", "H", "H", "H", "C", "C", "C", "O", "H", "H", "H", "H", "H", "H", "H", "H"],
  "positions_angstrom": [[3.614, -3.867, 0.399], [2.605, -2.782, 0.768], [1.139, -2.983, -0.276], [0.499, -1.332, -0.665], [-0.648, -0.925, 0.172], [-0.604, -0.415, 1.353], [0.533, -0.088, 2.228], [1.675, 0.677, 1.579], [0.946, -1.261, 2.807], [-1.915, -0.159, 1.948], [-2.975, -0.457, 0.866], [-3.930, -1.484, 1.541], [-5.426, -1.345, 1.225], [-6.219, -2.511, 1.811], [-7.702, -2.310, 1.622], [-8.343, -1.198, 2.191], [-9.707, -0.973, 2.003], [-10.447, -1.872, 1.231], [-9.824, -2.997, 0.686], [-8.461, -3.223, 0.879], [-3.705, 0.811, 0.396], [-2.783, 1.921, -0.120], [-1.991, 2.545, 0.958], [-2.825, 3.488, 1.788], [-2.425, 3.384, 3.252], [-0.915, 3.334, 0.455], [-1.016, 4.011, -0.882], [0.055, 3.474, 1.133], [-2.078, -1.021, -0.274], [-2.559, -2.595, -1.108], [-1.957, -2.697, -2.540], [-4.148, -2.684, -1.192], [-2.121, -3.774, -0.153], [3.146, -4.846, 0.377], [4.131, -3.638, -0.526], [4.357, -3.879, 1.192], [3.058, -1.809, 0.620], [2.327, -2.926, 1.803], [0.137, -1.381, -1.682], [1.297, -0.601, -0.679], [0.116, 0.515, 3.028], [2.556, 0.047, 1.589], [1.448, 1.034, 0.585], [1.912, 1.517, 2.219], [-1.952, 0.828, 2.387], [-1.941, -0.816, 2.818], [-3.857, -1.420, 2.621], [-3.656, -2.508, 1.286], [-5.771, -0.451, 1.741], [-5.628, -1.229, 0.167], [-5.979, -2.626, 2.867], [-5.902, -3.417, 1.296], [-7.773, -0.503, 2.790], [-10.150, -0.100, 2.456], [-11.496, -1.676, 1.076], [-10.424, -3.686, 0.111], [-7.987, -4.097, 0.458], [-4.243, 1.205, 1.254], [-4.413, 0.588, -0.395], [-3.411, 2.674, -0.606], [-2.094, 1.571, -0.884], [-3.872, 3.265, 1.617], [-2.644, 4.507, 1.441], [-2.857, 2.488, 3.691], [-2.702, 4.263, 3.822], [-1.346, 3.279, 3.300], [-1.016, 3.282, -1.688], [-0.186, 4.688, -1.017], [-1.969, 4.529, -0.963], [-2.073, -0.368, -1.150], [-1.427, -1.886, -2.820], [-4.408, -2.106, -1.920], [-2.431, -4.619, -0.511], [3.252, 1.119, -4.521], [1.895, 0.817, -3.913], [0.896, 1.931, -4.189], [2.020, 0.615, -2.495], [3.673, 2.032, -4.095], [3.953, 0.312, -4.309], [3.187, 1.246, -5.599], [1.513, -0.123, -4.315], [1.244, 2.871, -3.750], [-0.075, 1.698, -3.744], [0.759, 2.082, -5.259], [2.362, 1.434, -2.119], [7.899, 1.735, -5.303], [6.753, 1.294, -6.200], [7.142, 1.350, -7.669], [5.600, 2.107, -5.963], [8.177, 2.770, -5.521], [7.604, 1.689, -4.254], [8.778, 1.106, -5.445], [6.457, 0.276, -5.940], [7.397, 2.373, -7.956], [6.310, 1.031, -8.298], [8.000, 0.710, -7.877], [5.834, 3.015, -6.186], [2.520, -4.653, -3.236], [3.589, -5.264, -4.129], [3.201, -6.659, -4.594], [4.838, -5.304, -3.438], [2.382, -5.258, -2.335], [2.818, -3.655, -2.913], [1.561, -4.580, -3.751], [3.747, -4.622, -4.997], [3.083, -7.327, -3.736], [3.979, -7.079, -5.231], [2.264, -6.646, -5.152], [4.727, -5.871, -2.667], [0.569, -0.684, 5.923], [0.441, 0.831, 5.944], [0.529, 1.395, 7.351], [-0.798, 1.214, 5.327], [-0.239, -1.151, 6.492], [0.490, -1.031, 4.897], [1.520, -1.016, 6.340], [1.228, 1.271, 5.328], [-0.281, 1.001, 7.971], [0.431, 2.481, 7.336], [1.478, 1.138, 7.821], [-1.510, 0.840, 5.859], [2.397, 4.000, 3.499], [3.756, 4.422, 2.968], [3.828, 5.924, 2.746], [4.029, 3.728, 1.748], [1.617, 4.251, 2.778], [2.368, 2.919, 3.646], [2.165, 4.486, 4.448], [4.536, 4.121, 3.668], [3.081, 6.236, 2.011], [4.807, 6.206, 2.359], [3.649, 6.471, 3.672], [3.348, 3.985, 1.117]],
  "mulliken_charge": [-1.37, 0.18, -0.10, -1.37, 0.65, 0.38, 0.78, -0.41, -0.48, -1.20, 3.09, -1.85, -0.05, -0.81, 0.46, -0.27, -0.66, -0.43, -0.58, -0.51, -1.52, -1.60, 1.20, -0.72, -1.18, 0.02, -1.45, -0.43, -0.33, 1.27, -0.99, -0.46, -0.50, 0.35, 0.29, 0.46, 0.11, 0.25, -0.09, 0.27, 0.11, 0.36, 0.08, -0.72, -0.57, 1.03, 0.67, 0.25, 0.25, 0.25, 0.31, 0.43, 0.37, 0.39, 0.38, 0.38, 0.36, 0.46, 0.40, 0.63, 0.24, 0.61, 0.45, 0.17, 0.50, 0.17, 0.26, 0.43, 0.36, 0.41, 0.26, 0.31, 0.43, -1.44, 0.49, -1.35, -0.32, 0.33, 0.29, 0.44, 0.31, 0.33, 0.20, 0.47, 0.25, -1.32, 0.53, -1.36, -0.47, 0.35, 0.32, 0.38, 0.24, 0.35, 0.34, 0.38, 0.29, -0.92, 0.30, -1.32, -0.56, 0.22, 0.18, 0.44, 0.32, 0.32, 0.34, 0.36, 0.35, -1.08, 0.96, -1.56, -0.38, 0.38, 0.13, 0.39, -0.17, 0.38, 0.37, 0.39, 0.30, -0.50, 0.23, -1.31, -0.56, 0.06, -0.14, 0.53, 0.36, 0.28, 0.35, 0.37, 0.34]
}

[3]
{
  "formula": "C24H28NO4PtS4Si",
  "method": "ωB97M-V/def2-TZVPD",
  "e_above_lowest_kcal_mol": 95.6,
  "charge": 1,
  "e_tot_ev": -89475.915,
  "fmax_ev_per_a": 4.13,
  "multiplicity": 5,
  "elements": ["Pt", "O", "C", "S", "C", "C", "S", "S", "S", "O", "C", "O", "C", "N", "C", "C", "C", "H", "H", "H", "H", "H", "H", "H", "H", "H", "C", "C", "C", "C", "Si", "O", "C", "C", "C", "C", "C", "C", "C", "C", "C", "C", "C", "C", "H", "H", "H", "H", "H", "H", "H", "H", "H", "H", "H", "H", "H", "H", "H", "H", "H", "H", "H"],
  "positions_angstrom": [[1.144, -1.000, 0.900], [6.420, -3.250, 4.593], [5.369, -2.834, 4.138], [4.996, -1.035, 3.954], [3.651, -1.385, 2.874], [3.199, -2.698, 2.657], [2.077, -2.869, 1.321], [3.988, -3.864, 3.637], [2.715, -0.084, 2.244], [0.002, -3.636, -1.544], [-0.644, -3.108, -0.593], [-0.516, -1.953, -0.019], [-1.949, -3.814, -0.076], [-1.553, -5.105, 0.610], [-2.797, -5.935, 0.487], [-3.302, -5.721, -0.934], [-2.971, -4.200, -1.186], [-2.491, -3.133, 0.625], [-1.134, -5.024, 1.536], [-0.861, -5.535, -0.023], [-3.545, -5.504, 1.217], [-2.522, -7.008, 0.674], [-4.334, -6.081, -1.061], [-2.618, -6.236, -1.718], [-3.879, -3.599, -1.130], [-2.598, -4.003, -2.200], [-1.305, 3.194, 2.174], [-0.043, 3.375, 1.270], [1.124, 3.250, 2.223], [-0.134, 4.727, 0.585], [0.082, 1.960, -0.017], [0.014, 0.673, 0.935], [-1.342, 1.973, -1.149], [-1.263, 2.760, -2.344], [-2.289, 2.758, -3.300], [-3.573, 2.290, -2.958], [-3.665, 1.536, -1.824], [-2.577, 1.350, -0.898], [1.605, 2.331, -1.033], [2.608, 3.366, -1.036], [3.793, 3.177, -1.680], [4.231, 1.922, -2.137], [3.240, 0.916, -2.191], [1.974, 1.175, -1.746], [-1.262, 3.788, 3.093], [-1.483, 2.167, 2.439], [-2.200, 3.564, 1.602], [1.179, 4.125, 2.858], [2.039, 3.070, 1.697], [0.930, 2.513, 2.957], [-0.600, 5.510, 1.287], [-0.766, 4.743, -0.309], [0.845, 5.070, 0.289], [-0.283, 3.251, -2.542], [-1.947, 3.165, -4.220], [-4.430, 2.466, -3.580], [-4.589, 0.938, -1.773], [-2.790, 0.838, 0.009], [2.454, 4.362, -0.630], [4.503, 4.010, -1.876], [5.244, 1.875, -2.615], [3.592, -0.015, -2.595], [1.235, 0.441, -1.948]],
  "mulliken_spin": [0.54, 0.04, 0.03, 0.10, 0.55, 0.59, 0.55, 0.20, 0.39, 0.00, 0.01, 0.01, -0.01, 0.00, 0.00, 0.00, 0.00, 0.00, 0.00, 0.00, 0.00, 0.00, 0.00, 0.00, 0.00, 0.00, 0.00, -0.01, 0.02, 0.01, 0.02, 0.07, 0.03, 0.02, 0.01, 0.01, 0.01, -0.01, 0.30, 0.08, 0.08, 0.23, 0.03, 0.11, 0.00, 0.00, 0.00, 0.00, 0.00, 0.00, 0.00, 0.00, 0.00, 0.00, 0.00, 0.00, 0.00, 0.00, 0.00, 0.00, 0.00, 0.00, 0.00]
}